Record 1
{
  "formula": "C17H10BeBrN5OS",
  "method": "wB97M-V/def2-TZVPD",
  "symbols": ["Br", "S", "O", "N", "N", "N", "N", "N", "C", "C", "C", "C", "C", "C", "C", "C", "C", "C", "C", "C", "C", "C", "C", "C", "C", "Be", "H", "H", "H", "H", "H", "H", "H", "H", "H", "H"],
  "positions_angstrom": [[-2.18133, -0.85162, -1.85507], [0.18655, 5.91764, 1.95675], [-0.50740, -5.46950, -3.13107], [-0.16274, -2.30547, -0.64230], [0.81444, 0.55213, -0.70861], [-0.22264, 4.60414, 2.81701], [-0.32051, -0.10821, 1.44615], [0.66607, 5.18248, 0.62208], [1.41849, 2.12150, -2.36041], [-1.14651, 0.26210, 3.67415], [0.43846, 3.89169, 0.78230], [-0.36818, -4.50224, -2.31153], [1.22344, 0.83185, -1.94382], [0.50776, -4.47849, -1.22306], [0.50729, 1.61328, 0.12545], [-0.36616, 2.12363, 2.43322], [1.17479, 3.20091, -1.55485], [-0.06210, 1.23918, 1.40123], [-0.05419, 3.53073, 2.07684], [0.55397, -3.40796, -0.40197], [-1.27540, -3.46008, -2.44582], [-0.83920, -0.56766, 2.55663], [0.75129, 2.91817, -0.22557], [-1.09143, -2.38153, -1.62006], [-0.95957, 1.60243, 3.60814], [0.08342, -0.76319, -0.00726], [-1.12314, -1.68889, 2.67408], [-1.63437, -0.17331, 4.54749], [-1.25675, 2.27834, 4.37349], [1.50897, 0.01761, -2.58730], [1.31214, 4.22369, -1.81352], [1.76915, 2.33778, -3.37376], [1.22878, -5.31544, -0.98482], [0.12039, -6.20838, -3.05168], [-1.89606, -3.47208, -3.31238], [1.20230, -3.29524, 0.45984]],
  "mol_weight_g_mol": 421.284,
  "charge": 2,
  "e_homo_ev": -15.3,
  "orbital_gap_ev": 7.78,
  "e_tot_ev": -108557.61521
}

Record 2
{
  "formula": "C17H10CoF5N2O4S3",
  "method": "wB97M-V/def2-TZVPD",
  "symbols": ["Co", "S", "S", "S", "F", "F", "F", "F", "F", "O", "O", "O", "O", "N", "N", "C", "C", "C", "C", "C", "C", "C", "C", "C", "C", "C", "C", "C", "C", "C", "C", "C", "H", "H", "H", "H", "H", "H", "H", "H", "H", "H"],
  "positions_angstrom": [[1.23096, 1.36293, 1.98549], [-0.11553, 4.07542, 0.19587], [-2.01265, 2.15456, -1.03117], [2.78510, 1.17160, 0.47320], [0.07133, -2.18407, -3.52832], [1.30457, 2.05438, -2.00016], [1.41693, -3.34020, -1.47923], [2.68842, -1.82409, 0.32006], [0.04133, 0.51777, -3.78774], [1.63610, 3.20762, 2.45229], [-2.19877, -1.66034, -0.68132], [2.47449, 1.50753, 3.48950], [0.69789, -0.39195, 2.11622], [-0.82750, 0.23769, 0.54939], [-0.23518, 1.47519, 0.79127], [0.68904, -0.04867, -2.76796], [2.33904, 2.75270, 3.40179], [1.39108, -2.01473, -1.59256], [2.04323, -1.21721, -0.66802], [-2.20352, 3.89603, -1.49828], [-1.94160, -3.85056, 0.09777], [-0.25456, -0.68363, 1.28284], [-0.71845, 2.45085, 0.09576], [2.01854, 0.17431, -0.74770], [-0.43669, -4.36966, 1.90852], [-0.10138, -3.03637, 2.00484], [1.34700, 0.72815, -1.83518], [-0.68093, -2.08378, 1.16121], [-1.36203, -4.77038, 0.94678], [0.70180, -1.42777, -2.63899], [-1.61258, -2.49929, 0.19305], [-0.84596, 4.55666, -1.39108], [-2.58177, 3.91906, -2.51948], [0.62657, -2.69725, 2.72880], [2.80376, 3.42813, 4.12534], [0.01956, -5.09536, 2.56712], [-2.65382, -4.14897, -0.65964], [-1.62853, -5.81576, 0.85655], [-2.92920, 4.36468, -0.83467], [-0.18254, 4.23372, -2.19282], [-0.92137, 5.64323, -1.39846], [-1.88219, -0.75214, -0.49089]],
  "mol_weight_g_mol": 556.401,
  "e_homo_ev": [-8.4, -8.4],
  "orbital_gap_ev": [6.90, 6.89],
  "e_tot_ev": -112681.65062
}

Record 3
{
  "formula": "C17H10N5O2S2W",
  "method": "wB97M-V/def2-TZVPD",
  "symbols": ["W", "S", "S", "O", "O", "N", "N", "N", "N", "N", "C", "C", "C", "C", "C", "C", "C", "C", "C", "C", "C", "C", "C", "C", "C", "C", "C", "H", "H", "H", "H", "H", "H", "H", "H", "H", "H"],
  "positions_angstrom": [[0.48256, 0.25121, 0.78405], [2.77526, 0.88148, 0.86909], [1.13028, -1.64188, 1.98718], [-2.86441, 0.38145, -3.60196], [0.54061, -0.13400, -1.15091], [-1.27750, 0.90026, 0.00409], [-1.61962, 0.52911, -1.23672], [-0.24803, 1.47287, 2.33617], [6.07084, -0.11874, 2.15050], [3.97129, -3.44003, 3.46125], [3.54590, -0.41172, 1.74311], [-2.01098, 0.60242, 1.06009], [-0.66129, -0.53527, -3.18132], [-0.74110, -1.57356, -5.75237], [0.31222, 2.02181, 3.41707], [0.36979, -1.82931, -4.93879], [-1.57503, 1.17921, 2.33265], [-1.79183, -0.30686, -3.99797], [0.40775, -1.31027, -3.67193], [3.49253, -2.55274, 2.90859], [-0.43302, 2.29407, 4.54875], [4.94709, -0.26809, 1.96176], [-1.80215, -0.82793, -5.29284], [-0.57218, -0.00760, -1.84709], [-1.78546, 1.97906, 4.55968], [-2.37278, 1.41365, 3.43571], [2.86353, -1.48463, 2.21252], [-2.67180, -0.63487, -5.90608], [-3.42559, 1.16961, 3.40334], [0.04475, 2.73038, 5.41351], [1.37128, 2.23422, 3.36386], [-2.79681, 0.62794, -2.66718], [1.18803, -2.43070, -5.30808], [1.25709, -1.48724, -3.02681], [-2.38271, 2.18020, 5.43889], [-2.97448, 0.11750, 0.94642], [-0.76403, -1.97103, -6.75822]],
  "mol_weight_g_mol": 564.274,
  "s_squared": 2.0317,
  "charge": 1,
  "e_homo_ev": [-11.6, -11.6],
  "orbital_gap_ev": [5.99, 5.17],
  "spin_multiplicity": 3,
  "e_tot_ev": -52825.19602
}